C48H108O32P4 | ωB97M-V/def2-TZVPD

Output
SMILES   COP(=O)(OC)OC.COP(=O)(OC)OC.COP(=O)(OC)OC.COP(=O)(OC)OC.Oc1ccc(O)cc1.Oc1ccc(O)cc1.COCCOC.COCCOC.COCCOC.COCCOC.COCCOC.COCCOC
F_max   4.53 eV Å⁻¹
Energy relative to the best compared isomer or geometry (same formula, charge and spin)   61.7 kcal/mol
HOMO   -7.6 eV
Frontier orbital gap   0.290 Eh

The geometry in XYZ format:
```
192
C48H108O32P4 ωB97M-V/def2-TZVPD
C -17.05 -13.19 -11.45
O -17.65 -14.45 -11.18
P -16.87 -15.73 -10.53
O -15.63 -16.21 -11.20
O -16.60 -15.23 -8.99
C -15.47 -14.40 -8.67
O -18.04 -16.86 -10.25
C -17.71 -18.20 -9.93
H -17.63 -12.40 -10.99
H -17.25 -13.02 -12.51
H -15.99 -12.97 -11.30
H -15.01 -14.80 -7.77
H -15.81 -13.37 -8.53
H -14.69 -14.40 -9.43
H -17.84 -18.97 -10.69
H -18.30 -18.49 -9.06
H -16.65 -18.25 -9.68
C -23.29 -10.68 -13.96
O -23.43 -12.05 -13.94
P -22.65 -13.04 -12.89
O -22.86 -12.55 -11.50
O -23.24 -14.52 -13.15
C -24.59 -14.84 -13.03
O -21.08 -13.08 -13.28
C -20.09 -12.07 -12.97
H -22.82 -10.42 -14.91
H -22.92 -10.17 -13.08
H -24.30 -10.31 -14.16
H -24.79 -15.03 -14.09
H -25.23 -14.01 -12.73
H -24.74 -15.68 -12.36
H -19.43 -12.34 -12.14
H -20.43 -11.05 -12.80
H -19.41 -12.00 -13.82
C -25.11 -7.70 -19.67
O -24.41 -8.85 -19.98
P -22.96 -9.08 -19.29
O -22.02 -7.96 -19.43
O -23.45 -9.41 -17.79
C -24.31 -10.48 -17.59
O -22.43 -10.56 -19.81
C -21.07 -10.99 -19.62
H -25.14 -7.63 -18.59
H -26.08 -7.54 -20.14
H -24.45 -6.87 -19.91
H -24.88 -10.90 -18.43
H -25.13 -10.12 -16.97
H -23.75 -11.26 -17.07
H -20.45 -10.20 -19.20
H -20.61 -11.50 -20.46
H -20.92 -11.81 -18.92
C -27.15 -11.85 -19.70
O -26.69 -12.68 -18.64
P -27.47 -14.08 -18.34
O -28.98 -13.96 -18.22
O -26.75 -15.09 -19.38
C -27.31 -15.18 -20.69
O -26.77 -14.60 -16.92
C -26.99 -15.95 -16.60
H -27.49 -10.87 -19.36
H -27.83 -12.35 -20.39
H -26.30 -11.56 -20.32
H -28.31 -14.74 -20.69
H -27.51 -16.23 -20.90
H -26.64 -14.63 -21.35
H -26.12 -16.58 -16.79
H -27.82 -16.41 -17.14
H -27.21 -16.00 -15.54
O -19.73 -8.83 -14.75
C -20.89 -8.09 -14.70
C -21.45 -7.73 -15.91
C -22.46 -6.81 -15.94
C -22.84 -6.21 -14.75
O -23.95 -5.33 -14.87
C -22.31 -6.55 -13.52
C -21.29 -7.50 -13.52
H -19.28 -8.92 -13.91
H -21.00 -8.07 -16.83
H -22.98 -6.66 -16.88
H -24.33 -5.19 -14.00
H -22.66 -6.07 -12.63
H -20.74 -7.81 -12.65
O -19.14 -11.46 -5.45
C -20.00 -11.29 -6.49
C -19.96 -12.19 -7.57
C -20.86 -12.02 -8.58
C -21.72 -10.98 -8.57
O -22.56 -10.89 -9.62
C -21.75 -10.03 -7.51
C -20.83 -10.18 -6.51
H -18.35 -11.91 -5.77
H -19.28 -13.02 -7.47
H -21.00 -12.78 -9.34
H -22.39 -11.57 -10.27
H -22.32 -9.12 -7.39
H -20.73 -9.56 -5.63
C -18.36 -13.81 -16.43
O -18.01 -14.82 -17.37
C -18.48 -14.69 -18.68
C -17.96 -15.89 -19.53
O -16.65 -15.77 -19.86
C -16.03 -17.03 -20.21
H -18.27 -14.15 -15.40
H -19.36 -13.49 -16.71
H -17.64 -13.00 -16.44
H -18.20 -13.74 -19.13
H -19.56 -14.57 -18.72
H -18.44 -16.05 -20.49
H -18.27 -16.78 -18.97
H -14.95 -16.85 -20.22
H -16.24 -17.39 -21.22
H -16.17 -17.82 -19.48
C -16.20 -11.23 -14.89
O -16.75 -10.84 -13.67
C -16.71 -9.40 -13.58
C -17.40 -8.94 -12.28
O -18.73 -9.43 -12.14
C -19.27 -9.37 -10.80
H -15.12 -11.34 -14.85
H -16.69 -10.87 -15.80
H -16.45 -12.28 -14.91
H -17.18 -8.98 -14.47
H -15.71 -8.96 -13.57
H -17.34 -7.86 -12.15
H -16.81 -9.30 -11.43
H -18.72 -9.95 -10.06
H -20.25 -9.84 -10.76
H -19.35 -8.30 -10.60
C -32.09 -16.01 -12.78
O -30.83 -15.94 -12.00
C -29.67 -16.38 -12.73
C -28.30 -16.39 -11.96
O -28.32 -17.18 -10.76
C -27.05 -17.21 -10.15
H -31.94 -15.22 -13.51
H -32.93 -15.60 -12.23
H -32.34 -16.99 -13.18
H -29.57 -15.61 -13.50
H -29.78 -17.33 -13.26
H -28.14 -15.33 -11.79
H -27.48 -16.68 -12.61
H -26.83 -18.05 -9.49
H -26.87 -16.24 -9.69
H -26.18 -17.25 -10.81
C -23.52 -15.08 -9.39
O -23.04 -16.07 -8.44
C -21.93 -15.60 -7.63
C -21.35 -16.89 -7.03
O -20.18 -16.79 -6.17
C -19.04 -16.22 -6.77
H -24.57 -15.26 -9.63
H -23.06 -15.11 -10.38
H -23.47 -14.04 -9.08
H -22.32 -15.03 -6.79
H -21.10 -15.16 -8.18
H -21.23 -17.61 -7.84
H -22.08 -17.39 -6.40
H -18.21 -16.29 -6.07
H -19.30 -15.17 -6.90
H -18.83 -16.63 -7.76
C -28.94 -13.94 -8.14
O -27.74 -13.64 -8.94
C -27.42 -12.23 -9.11
C -26.19 -11.80 -9.92
O -26.12 -12.39 -11.28
C -27.25 -12.16 -12.11
H -28.77 -13.67 -7.10
H -29.26 -14.97 -8.00
H -29.80 -13.30 -8.34
H -27.48 -11.83 -8.10
H -28.32 -11.84 -9.60
H -25.26 -12.14 -9.48
H -26.20 -10.71 -10.00
H -26.93 -12.50 -13.10
H -27.40 -11.10 -12.28
H -28.12 -12.74 -11.80
C -27.53 -10.31 -15.67
O -28.37 -10.77 -14.65
C -29.39 -11.58 -15.24
C -30.15 -12.34 -14.13
O -30.55 -11.49 -13.00
C -31.41 -12.20 -12.08
H -28.13 -9.74 -16.37
H -27.04 -11.14 -16.19
H -26.71 -9.66 -15.36
H -28.96 -12.25 -15.98
H -30.06 -10.94 -15.81
H -29.52 -13.12 -13.71
H -30.97 -12.89 -14.59
H -32.35 -12.41 -12.58
H -31.67 -11.59 -11.22
H -30.92 -13.10 -11.71
```